Arrangement 1

The ion C5H4NO3 with charge -1, computed with ωB97M-V/def2-TZVPD.

Values from the calculation:
Charge: -1

Bonds (Å) are listed after each position.
Cartesian coordinates (Å):
1 H 1.556 -0.496 0.444  C10 1.176
2 N -0.490 -0.848 0.933  C9 1.304, C10 1.371
3 H -0.521 -1.225 -1.916  C8 1.143
4 H 1.258 -0.211 -1.857  C8 1.180
5 C -0.914 1.907 -0.950  O6 1.193, O7 1.276, C12 1.411
6 O -1.963 2.464 -1.064  C5 1.193
7 O 0.321 2.168 -1.132  C5 1.276, C12 1.606
8 C 0.216 -0.522 -1.398  H3 1.143, H4 1.180, C10 1.490, C12 1.492
9 C -0.076 -1.122 2.139  N2 1.304, O11 1.231, H13 1.248
10 C 0.451 -0.359 0.065  H1 1.176, N2 1.371, C8 1.490, C12 1.465
11 O -0.750 -1.628 3.036  C9 1.231
12 C -0.204 0.718 -0.682  C5 1.411, O7 1.606, C8 1.492, C10 1.465
13 H 1.117 -0.847 2.382  C9 1.248

Löwdin atomic charge list, values in e, 4 entries: atom 1 (H): 0.15, atom 2 (N): 0.01, atom 3 (H): 0.13, atom 4 (H): 0.15

Arrangement 2

A cluster of 2 separate species, C5H4NO3 in total, computed with ωB97M-V/def2-TZVPD.

Values from the calculation:
Charge: -1

Bonds (Å) are listed after each position.
Cartesian coordinates (Å):
1 H 2.153 1.500 1.404  N5 1.061
2 O 1.508 -0.325 -2.269  C9 1.168
3 C -0.510 -0.124 0.893  C8 1.477, C10 1.319, H11 1.059
4 H 1.360 0.470 2.567  N5 1.028
5 N 1.685 0.567 1.596  H1 1.061, H4 1.028, C10 1.466
6 C -2.270 -1.401 -0.331  C8 1.240, O13 1.193
7 H -0.874 -0.170 -1.128  C8 1.092
8 C -1.353 -0.572 -0.234  C3 1.477, C6 1.240, H7 1.092
9 C 0.930 0.682 -2.147  O2 1.168, O12 1.181
10 C 0.568 0.596 0.647  C3 1.319, N5 1.466
11 H -0.609 -0.759 1.735  C3 1.059
12 O 0.550 1.755 -2.460  C9 1.181
13 O -3.137 -2.218 -0.273  C6 1.193

Löwdin atomic charge list, values in e, 4 entries: atom 1 (H): 0.05, atom 2 (O): 0.13, atom 3 (C): -0.26, atom 4 (H): 0.03

Of the structures shown above, arrangement 1 is the least stable.